187
Properties=species:S:1:pos:R:3 method="wB97M-V/def2-TZVPD" homo_lumo_gap_ev=10.0 homo_energy_ev=-9.37
C 3.29706 -2.69806 -0.36702
C 4.40948 -2.11521 0.43398
O 5.26152 -1.43105 -0.43712
O 2.30616 -3.25846 0.47475
H 3.61258 -3.51057 -1.01130
H 2.81597 -1.84318 -1.03183
H 4.90013 -2.94645 0.88819
H 4.00380 -1.42179 1.23592
H 4.70019 -0.76248 -0.95975
H 1.66044 -3.74809 -0.06172
C 0.45013 -0.76741 -7.16391
C -0.03881 -1.80817 -6.14141
O 0.01604 -1.21840 -4.83683
O 0.31991 -1.34155 -8.47584
H 1.50597 -0.54314 -6.96940
H -0.07270 0.13826 -7.08797
H 0.53862 -2.74498 -6.08937
H -1.06436 -1.91799 -6.48830
H -0.77633 -1.40146 -4.29611
H -0.58403 -1.43564 -8.73234
C -3.47377 -1.54084 -4.46092
C -3.31552 -1.22910 -2.95699
O -1.95063 -1.19139 -2.49388
O -3.27518 -0.41386 -5.36323
H -4.48928 -1.96772 -4.60480
H -2.82986 -2.34049 -4.78412
H -3.71842 -2.11811 -2.41640
H -3.84388 -0.28573 -2.66509
H -1.48740 -0.32995 -2.74968
H -2.87583 0.29044 -4.83707
C 0.66246 0.16986 0.60999
C 0.58908 1.53976 -0.01402
C -0.44109 2.47985 0.58532
O 1.89557 2.08531 -0.12431
H 0.75019 0.05984 1.70824
H 1.46529 -0.35693 0.17202
H -0.27750 -0.40417 0.33173
H 0.34959 1.35316 -1.09557
H -0.26479 2.56984 1.69248
H -1.36853 2.04270 0.37857
H -0.42381 3.42799 0.10626
H 2.24978 2.22827 0.76930
C 2.61840 5.50495 -3.35686
C 2.98222 4.88054 -2.00116
C 3.54221 5.84013 -0.95010
O 1.78895 4.29886 -1.56671
H 1.83162 6.22322 -3.26225
H 2.28035 4.75656 -4.01835
H 3.42703 5.92533 -3.95485
H 3.76762 4.11326 -2.11600
H 4.37471 6.42488 -1.40117
H 4.05048 5.18308 -0.19889
H 2.79058 6.50645 -0.56532
H 1.91867 3.57959 -0.99565
C -1.37067 -4.58782 -2.87657
C 0.04634 -4.56473 -2.34552
C 1.06588 -4.22023 -3.43063
O 0.18192 -3.62295 -1.35041
H -2.11970 -5.08306 -2.21015
H -1.49443 -5.19794 -3.79889
H -1.66646 -3.57002 -3.17766
H 0.25854 -5.45630 -1.84297
H 0.97914 -4.91459 -4.29178
H 2.05432 -4.11895 -3.02035
H 0.72609 -3.28722 -3.81306
H -0.32766 -2.85383 -1.65375
C -0.98263 3.50209 -4.37631
C -1.25176 2.56586 -3.19868
C -2.64423 2.77159 -2.56980
O -1.27426 1.26790 -3.70163
H 0.09528 3.47633 -4.58750
H -1.02337 4.55944 -4.18475
H -1.54318 3.15865 -5.21045
H -0.49551 2.68919 -2.46223
H -3.33913 3.07175 -3.33793
H -2.63894 3.48000 -1.76109
H -2.97135 1.77721 -2.23069
H -0.51430 1.06016 -4.27777
C -0.50503 -7.01053 1.29797
C -1.06280 -5.67821 1.93214
C -2.45860 -6.08450 2.39714
O -0.10480 -5.34284 2.94143
H -0.43701 -7.77658 2.08103
H 0.51793 -6.95979 0.96674
H -1.20357 -7.35785 0.56558
H -1.23735 -4.79966 1.17065
H -2.35672 -7.14636 2.67565
H -3.16638 -6.13675 1.61375
H -2.77608 -5.49025 3.26273
H 0.12124 -4.40669 2.85879
C -0.19166 -2.44189 4.76391
C 0.59178 -1.76333 3.63376
C 2.10381 -1.89316 3.96874
O 0.34627 -2.38295 2.37497
H -1.25538 -2.61875 4.47746
H -0.14599 -1.89421 5.74053
H 0.13974 -3.44794 5.00764
H 0.22985 -0.66461 3.62537
H 2.28475 -1.53434 4.96429
H 2.63931 -1.42780 3.13546
H 2.40471 -2.96165 4.05896
H 1.09256 -2.58619 1.76572
C 2.16998 1.48395 -4.26191
C 3.32513 0.72445 -3.62819
C 4.66268 1.40545 -3.53095
O 5.20405 1.87862 -4.75536
C 5.96245 0.92047 -5.47099
N 3.02505 0.20964 -2.27795
H 1.79024 2.22871 -3.63285
H 1.38716 0.83211 -4.61695
H 2.58761 1.94820 -5.15976
H 3.39877 -0.17923 -4.28608
H 5.40039 0.76150 -3.10741
H 4.54304 2.31061 -2.94022
H 6.24090 1.45868 -6.40926
H 5.38433 0.06388 -5.80319
H 6.88286 0.66553 -4.96979
H 2.67930 1.04365 -1.69021
H 2.24322 -0.39362 -2.28525
C 0.17710 5.14672 3.92979
C -0.86109 4.17312 4.51102
C -0.16279 3.05040 5.31153
O 0.75744 2.32016 4.42241
C 1.55776 1.35674 5.06050
N -1.77809 4.85254 5.44910
H 0.70532 5.56681 4.78235
H -0.22099 5.92573 3.31657
H 0.82377 4.49564 3.34169
H -1.42396 3.79732 3.66535
H -0.87425 2.32099 5.69628
H 0.34781 3.57930 6.15784
H 0.99090 0.70553 5.70162
H 2.41539 1.76604 5.64277
H 1.97653 0.75748 4.26284
H -1.87845 5.80964 5.19116
H -2.62646 4.27200 5.59032
C 5.08077 1.73984 0.69766
C 4.22219 1.67040 2.02453
C 5.24054 1.71557 3.21678
O 4.64758 1.88813 4.48829
C 5.68451 2.13821 5.41812
N 3.17673 2.71745 2.03154
H 4.40831 1.82504 -0.18801
H 5.83449 0.98153 0.55733
H 5.66317 2.67150 0.72152
H 3.66299 0.74370 1.99785
H 5.83362 2.59364 2.99201
H 5.91682 0.85850 3.18625
H 6.50446 1.37590 5.26763
H 5.34702 2.15285 6.43282
H 6.18229 3.05123 5.14579
H 2.59725 2.73470 2.87346
H 3.53519 3.58100 1.71619
C -6.48888 -3.23054 -0.71507
C -5.30057 -4.00968 -0.21956
C -4.52022 -3.08267 0.79969
O -4.07482 -1.97269 0.03869
C -3.40301 -1.08814 0.98798
N -5.70999 -5.21466 0.49693
H -6.16659 -2.51858 -1.45547
H -6.98478 -2.74069 0.20273
H -7.26405 -3.79615 -1.25359
H -4.56268 -4.17391 -1.04055
H -3.64584 -3.56272 1.20535
H -5.29704 -2.84277 1.61291
H -4.09826 -0.33469 1.40711
H -2.59067 -0.61915 0.42745
H -2.92767 -1.66917 1.80299
H -5.78301 -6.01912 -0.09688
H -5.11176 -5.56187 1.20268
C -3.87551 0.59609 4.62938
C -4.84907 1.77808 4.49196
C -5.90812 1.65939 3.39642
O -5.25071 1.86983 2.18545
C -5.95385 1.68867 0.98579
N -5.42787 2.09393 5.76563
H -2.98291 1.00984 5.08146
H -3.68583 0.17365 3.64780
H -4.27212 -0.24032 5.28114
H -4.26575 2.61749 4.02483
H -6.67021 2.42251 3.58542
H -6.34623 0.67262 3.33775
H -6.93846 2.26141 0.96161
H -6.19925 0.66645 0.86387
H -5.26184 1.94770 0.26685
H -5.50860 3.08878 5.85763
H -4.90648 1.80773 6.59409